{"formula": "C21H42F18N3O21S6", "method": "ωB97M-V/def2-TZVPD", "symbols": ["C", "N", "C", "C", "C", "C", "O", "H", "H", "H", "H", "H", "H", "H", "H", "H", "H", "H", "H", "H", "H", "C", "N", "C", "C", "C", "C", "O", "H", "H", "H", "H", "H", "H", "H", "H", "H", "H", "H", "H", "H", "H", "C", "N", "C", "C", "C", "C", "O", "H", "H", "H", "H", "H", "H", "H", "H", "H", "H", "H", "H", "H", "H", "C", "F", "F", "F", "S", "O", "O", "O", "C", "F", "F", "F", "S", "O", "O", "O", "C", "F", "F", "F", "S", "O", "O", "O", "C", "F", "F", "F", "S", "O", "O", "O", "C", "F", "F", "F", "S", "O", "O", "O", "C", "F", "F", "F", "S", "O", "O", "O"], "positions_angstrom": [[-11.738, -1.110, 17.470], [-13.193, -0.624, 17.741], [-14.142, -0.529, 16.449], [-13.922, -1.463, 18.805], [-13.100, 0.904, 18.369], [-12.495, 1.997, 17.347], [-11.182, 1.766, 17.098], [-11.265, -1.048, 18.450], [-11.386, -0.483, 16.651], [-11.876, -2.162, 17.219], [-15.106, -0.238, 16.866], [-14.136, -1.594, 16.215], [-13.867, 0.041, 15.562], [-13.266, -1.486, 19.675], [-14.143, -2.468, 18.447], [-14.835, -0.876, 18.912], [-12.655, 0.892, 19.364], [-14.135, 1.055, 18.675], [-12.515, 2.994, 17.788], [-13.136, 2.115, 16.473], [-11.062, 2.068, 16.195], [-17.548, -0.891, 7.572], [-16.144, -0.473, 8.071], [-15.509, 0.424, 7.016], [-16.331, 0.387, 9.303], [-15.253, -1.764, 8.298], [-13.758, -1.588, 8.638], [-13.512, -0.937, 9.877], [-17.467, -1.493, 6.667], [-18.222, -0.065, 7.342], [-17.935, -1.608, 8.294], [-15.526, -0.017, 6.019], [-14.616, 0.755, 7.547], [-16.177, 1.283, 6.954], [-15.375, 0.668, 9.745], [-16.689, -0.180, 10.163], [-16.915, 1.276, 9.066], [-15.201, -2.260, 7.329], [-15.621, -2.397, 9.106], [-13.143, -1.161, 7.846], [-13.378, -2.609, 8.675], [-12.625, -1.202, 10.133], [-22.506, -5.816, 2.946], [-23.870, -5.538, 3.624], [-24.410, -4.181, 3.146], [-24.951, -6.471, 3.379], [-23.497, -5.608, 5.175], [-22.375, -6.697, 5.714], [-22.878, -7.866, 5.312], [-21.674, -5.404, 3.516], [-22.550, -5.568, 1.885], [-22.279, -6.874, 3.075], [-23.535, -3.531, 3.136], [-25.246, -3.799, 3.732], [-24.867, -4.267, 2.160], [-24.499, -7.383, 3.766], [-25.101, -6.702, 2.324], [-25.833, -6.244, 3.979], [-24.375, -5.769, 5.801], [-23.160, -4.602, 5.423], [-22.237, -6.524, 6.781], [-21.349, -6.712, 5.345], [-22.124, -8.459, 5.355], [-20.478, 4.228, 15.328], [-21.689, 4.300, 15.963], [-19.945, 3.071, 15.499], [-20.741, 4.428, 14.086], [-19.231, 5.715, 15.763], [-19.876, 6.968, 15.337], [-18.956, 5.591, 17.178], [-18.050, 5.393, 14.971], [-20.230, -5.779, 15.828], [-20.937, -6.815, 16.363], [-20.768, -4.616, 16.216], [-18.929, -5.960, 16.077], [-20.476, -5.831, 13.891], [-21.761, -5.181, 13.611], [-19.282, -5.104, 13.469], [-20.424, -7.226, 13.439], [-9.073, 0.840, -0.013], [-7.787, 1.082, -0.346], [-9.881, 0.542, -1.068], [-9.190, -0.057, 0.876], [-9.590, 2.547, 0.808], [-9.745, 3.463, -0.330], [-10.854, 2.339, 1.527], [-8.476, 3.005, 1.633], [-3.942, -2.260, 11.854], [-4.676, -3.347, 11.560], [-2.947, -2.602, 12.707], [-3.425, -1.669, 10.757], [-5.160, -0.865, 12.515], [-5.260, -0.934, 13.975], [-4.548, 0.454, 12.213], [-6.477, -1.057, 11.865], [-16.958, 8.333, 4.766], [-16.165, 7.359, 4.408], [-16.488, 9.157, 5.753], [-17.233, 9.052, 3.675], [-18.602, 7.483, 5.405], [-19.483, 8.624, 5.424], [-19.009, 6.495, 4.386], [-18.282, 6.916, 6.692], [-14.305, -5.454, -0.149], [-13.388, -4.591, -0.172], [-15.270, -5.095, -1.002], [-13.760, -6.611, -0.466], [-14.991, -5.588, 1.624], [-13.795, -5.859, 2.487], [-15.616, -4.283, 1.888], [-15.982, -6.708, 1.554]], "forces_ev_per_angstrom": [[-2.7, -0.2, 0.2], [0.5, 2.9, -0.1], [0.8, -1.8, 2.1], [0.6, 1.2, -1.4], [-0.5, -0.6, -1.4], [-2.5, -0.2, 2.3], [1.6, -0.9, -1.2], [0.5, 0.3, -0.5], [0.5, -0.3, 0.5], [0.4, 0.0, -0.3], [0.1, 0.1, -0.3], [-0.5, 0.1, -0.5], [0.6, 0.3, 0.7], [-0.4, 0.0, 0.1], [0.1, 0.1, -0.1], [-0.1, -0.5, 0.7], [1.0, -0.4, -0.4], [-0.2, 0.6, -0.8], [-0.9, 0.0, 0.8], [0.0, -0.5, -0.2], [0.8, 0.0, -0.2], [1.0, -1.2, 0.2], [-0.7, -0.5, -0.4], [-1.0, 0.3, 1.3], [0.9, -0.5, 0.9], [0.9, 1.2, 0.0], [0.1, 0.2, -0.1], [-0.5, -0.2, -0.3], [0.5, 0.2, -0.2], [0.4, 0.2, 0.5], [-0.3, 0.5, 0.3], [0.8, -0.3, 0.3], [0.5, 0.0, -1.1], [0.1, 0.1, 0.0], [0.4, 0.3, -0.8], [-0.9, -0.3, -0.5], [-0.1, -0.3, 0.0], [-0.6, -0.2, 0.1], [-0.8, 0.3, -0.3], [-0.4, 0.5, -0.3], [-0.3, -0.4, 0.1], [0.2, 0.2, 0.2], [-0.8, -1.1, 0.1], [1.2, 1.6, 1.1], [0.9, 0.0, 0.5], [1.0, -2.9, 0.2], [1.6, 0.7, 0.6], [-0.5, 3.5, -1.1], [-1.0, -3.4, -0.2], [-0.5, 1.0, -0.3], [0.1, 0.2, 0.3], [-0.6, -0.2, -0.3], [-0.5, 0.4, 0.0], [0.5, -0.2, 0.7], [0.6, -0.5, -0.2], [-0.7, -0.5, 0.1], [-0.3, 0.7, 0.0], [0.1, 0.3, -0.4], [-0.3, -0.3, -0.6], [0.1, 0.0, -0.1], [-0.7, 0.0, 0.4], [0.2, 1.5, -0.4], [-0.4, -0.9, -0.1], [0.3, 4.2, 1.7], [0.6, -0.4, 0.4], [0.6, -2.1, 0.5], [-0.6, -0.3, -2.9], [0.5, 0.8, -0.4], [-0.1, -1.7, 0.5], [-0.7, -0.2, 0.6], [-0.6, -0.5, -0.3], [-1.6, -1.3, -3.7], [0.6, 0.9, 0.5], [1.0, -0.5, 1.0], [-0.6, 0.7, 1.0], [0.3, -0.4, -1.3], [1.0, -0.3, 0.8], [-0.4, 0.4, 0.4], [-0.3, 0.5, 1.1], [-1.3, 5.3, 0.0], [-0.3, -1.4, -0.8], [1.3, -0.1, 0.3], [0.4, -2.8, 1.4], [-1.1, 2.5, -0.5], [0.0, -1.2, -0.2], [1.1, -0.9, -0.5], [-0.1, -1.5, 0.1], [-1.5, 2.1, 0.7], [1.0, 0.2, -0.2], [-0.7, 0.1, -0.8], [0.2, -1.4, 0.2], [-1.6, 3.6, 1.5], [0.4, -1.7, -0.3], [0.1, -2.2, -1.0], [2.0, -0.8, 0.0], [-3.6, -0.8, 1.3], [1.9, -0.1, 0.1], [0.5, -0.8, -1.2], [0.4, 0.5, 0.1], [-0.6, -0.2, -1.5], [-0.3, 0.7, 0.3], [1.1, 0.7, 0.7], [0.6, -0.1, 0.2], [-2.4, -1.3, 2.7], [2.6, 2.9, -0.3], [-0.2, -0.4, -0.5], [-0.1, -1.3, -1.0], [-0.4, -0.9, 1.9], [-2.0, 0.3, -2.0], [0.5, -0.9, -0.5], [1.6, 1.4, -0.2]], "lowdin_charge": [0.0413, -0.3140, 0.0590, 0.0070, -0.0162, -0.2495, -0.0407, 0.1052, 0.0983, 0.0998, 0.1023, 0.0964, 0.1038, 0.1047, 0.1078, 0.0963, 0.1206, 0.1103, 0.1284, 0.1206, 0.1184, 0.0111, -0.3190, 0.0320, -0.0001, -0.0498, -0.2379, -0.0567, 0.1009, 0.1122, 0.1030, 0.1239, 0.1124, 0.1089, 0.0955, 0.1127, 0.1175, 0.1384, 0.1392, 0.1272, 0.1297, 0.0991, 0.0381, -0.3250, 0.0155, -0.0372, -0.0094, -0.2491, -0.0487, 0.1114, 0.1164, 0.1007, 0.1098, 0.1087, 0.1054, 0.0924, 0.1189, 0.1213, 0.1282, 0.1243, 0.1322, 0.1241, 0.1220, -0.7169, 0.0769, 0.1609, 0.1433, 0.4598, -0.3642, -0.3831, -0.3765, -0.6236, 0.0774, 0.1082, 0.1092, 0.4675, -0.3727, -0.3849, -0.3810, -0.6802, 0.0891, 0.0958, 0.1767, 0.4678, -0.3958, -0.3793, -0.3742, -0.6047, 0.1010, 0.0983, 0.0899, 0.4908, -0.4015, -0.3885, -0.3852, -0.6541, 0.1339, 0.0852, 0.1059, 0.4412, -0.3692, -0.3857, -0.3572, -0.7722, 0.1956, 0.1179, 0.1299, 0.5169, -0.3869, -0.3870, -0.4141], "total_charge": -3, "gap_ev": 4.3, "lumo_energy_ev": 1.5, "e_homo_ev": -2.84, "energy_ha": -6756.1179, "fmax_ev_per_a": 5.44}

---

{"formula": "C21H42F3NO16", "method": "ωB97M-V/def2-TZVPD", "symbols": ["N", "H", "H", "H", "H", "O", "H", "C", "C", "O", "C", "O", "O", "F", "H", "H", "H", "C", "C", "O", "C", "O", "O", "F", "H", "H", "H", "C", "C", "O", "C", "O", "O", "F", "H", "H", "H", "C", "O", "C", "C", "O", "C", "C", "O", "C", "H", "H", "H", "H", "H", "H", "H", "H", "H", "H", "H", "H", "H", "H", "C", "O", "C", "C", "O", "C", "C", "O", "C", "H", "H", "H", "H", "H", "H", "H", "H", "H", "H", "H", "H", "H", "H"], "positions_angstrom": [[0.729, -1.670, -2.871], [1.773, -1.487, -2.660], [0.093, -1.051, -2.410], [0.433, -2.628, -2.564], [0.822, -1.812, -3.862], [-1.428, -2.038, -0.499], [-1.972, -1.999, 0.293], [-4.101, -5.264, -0.184], [-3.854, -4.349, 0.995], [-3.460, -5.097, 2.093], [-3.402, -6.404, 1.713], [-3.148, -7.370, 2.492], [-3.807, -6.668, 0.444], [-4.717, -3.332, 1.111], [-3.531, -5.143, -1.038], [-5.040, -5.466, -0.395], [-2.876, -4.057, 0.636], [-0.527, 2.199, 1.212], [-1.424, 1.405, 0.169], [-0.895, 2.121, -1.025], [-0.142, 3.116, -0.708], [0.441, 3.877, -1.549], [-0.002, 3.257, 0.602], [-2.630, 1.656, 0.552], [0.452, 1.713, 1.353], [-1.166, 2.488, 2.302], [-1.038, 0.314, -0.046], [-4.529, -1.256, -1.650], [-4.064, -2.145, -2.862], [-4.560, -1.566, -3.956], [-5.265, -0.499, -3.699], [-5.824, 0.170, -4.483], [-5.392, -0.278, -2.354], [-4.547, -3.430, -2.751], [-3.758, -0.689, -1.270], [-5.046, -1.883, -0.813], [-2.753, -2.167, -2.925], [2.392, 0.803, -5.643], [2.816, 0.804, -4.257], [2.260, 1.847, -3.413], [3.112, 1.772, -2.188], [2.772, 0.817, -1.464], [3.477, 0.661, -0.226], [2.681, -0.426, 0.614], [2.379, -1.485, -0.128], [1.762, -2.540, 0.550], [2.651, 1.805, -6.170], [1.303, 0.794, -5.767], [2.739, -0.146, -6.166], [1.218, 1.736, -3.164], [2.539, 2.627, -3.950], [2.981, 2.834, -1.693], [4.284, 1.835, -2.503], [3.406, 1.589, 0.267], [4.597, 0.543, -0.423], [1.869, -0.039, 1.068], [3.255, -0.761, 1.524], [2.366, -2.896, 1.350], [1.579, -3.525, -0.043], [0.925, -2.109, 1.016], [1.917, 5.880, 1.732], [1.855, 4.786, 2.623], [2.782, 3.894, 2.253], [2.817, 2.768, 3.383], [1.763, 2.051, 3.336], [1.591, 1.209, 4.452], [0.811, 0.082, 3.994], [-0.463, 0.479, 3.641], [-1.408, -0.538, 3.229], [3.020, 6.368, 1.687], [1.097, 6.577, 2.021], [1.929, 5.540, 0.623], [3.902, 4.136, 2.080], [2.345, 3.324, 1.484], [2.818, 3.354, 4.328], [3.761, 2.123, 3.203], [1.233, 1.611, 5.218], [2.530, 0.764, 4.824], [0.469, -0.754, 4.781], [1.137, -0.557, 3.125], [-2.357, 0.154, 3.000], [-1.657, -1.327, 4.032], [-1.061, -1.000, 2.360]], "forces_ev_per_angstrom": [[3.2, -2.8, 0.4], [-1.9, 0.0, 0.8], [-0.8, 1.1, 0.1], [0.4, 0.9, 0.6], [-1.1, 1.1, -1.0], [0.4, 0.3, -0.7], [0.0, 0.1, 0.0], [1.1, -3.4, 3.6], [3.8, 0.2, -3.4], [-1.3, -1.4, 0.7], [-0.3, -5.5, 2.9], [-0.5, 4.5, -2.8], [1.0, 3.2, 0.4], [-0.5, -0.3, 1.0], [1.4, 0.5, -1.3], [-4.8, 0.0, -1.4], [0.2, 2.3, 0.4], [-1.1, -3.4, 4.4], [6.2, 0.1, 0.8], [-2.6, -2.0, -0.6], [3.3, 5.0, -3.1], [-2.2, -3.0, 3.1], [0.1, 4.2, -2.3], [-2.9, -0.3, -1.1], [-1.1, -1.4, 1.5], [2.2, -1.0, -3.5], [-1.9, 1.5, 0.7], [-2.3, -1.6, -1.1], [4.6, -0.4, 2.8], [0.7, -1.0, -2.2], [-2.1, 1.6, 2.2], [-0.2, 0.7, -1.4], [0.8, -1.5, 0.3], [0.2, 0.3, -0.1], [1.9, 0.8, 1.1], [0.6, 1.3, -1.8], [-4.1, -0.3, 0.4], [-0.1, 0.9, -0.2], [-1.0, -1.6, -1.3], [1.3, -3.9, 0.7], [3.7, 8.5, -3.5], [-1.6, -6.5, 4.9], [-0.2, -1.5, -0.4], [4.8, 0.8, 0.6], [0.1, -2.6, -3.6], [0.2, -1.6, -0.4], [0.3, -1.8, 0.7], [-0.2, -0.2, 0.5], [0.2, 1.5, 0.7], [-0.5, 0.0, -0.2], [0.3, 4.5, -1.9], [0.1, -1.5, -0.4], [-2.2, -0.6, 0.4], [-0.2, 1.3, 1.0], [-1.4, -0.6, 0.2], [-3.3, 2.0, 1.1], [0.4, 0.4, -0.6], [1.1, -0.2, 0.9], [0.0, 2.3, 0.4], [-1.9, -0.2, 0.3], [1.8, 0.9, -1.8], [-0.2, 2.8, 0.2], [2.4, -4.2, 2.1], [5.5, 4.3, -0.5], [-4.8, -3.3, -0.2], [4.4, -4.0, -5.8], [-3.3, -5.5, 0.4], [-2.3, 1.0, -0.6], [-1.9, 2.7, 2.1], [-2.4, -0.6, 0.9], [0.9, -0.4, -0.6], [-1.0, 0.3, 1.6], [-1.9, 0.6, 0.1], [0.1, -0.6, -2.1], [0.9, -0.3, 0.0], [-0.8, 1.0, 0.6], [-3.6, 4.1, 6.3], [0.4, 0.3, -0.5], [2.1, 1.5, -0.6], [1.0, 0.9, 0.7], [1.8, -2.1, 0.4], [0.5, 1.3, -0.9], [0.5, -1.0, -1.6]], "lowdin_charge": [0.3175, 0.1726, 0.1036, 0.1504, 0.1281, -0.4805, -0.1495, 0.0571, -0.3621, 0.1476, -0.4870, 0.0787, 0.0694, 0.1057, 0.1068, 0.0856, 0.1371, -0.1254, -0.2676, 0.1259, -0.5556, 0.0600, 0.0575, 0.1259, 0.1103, 0.2283, 0.1638, -0.0078, -0.3415, 0.1531, -0.5986, 0.1922, 0.0598, 0.0387, 0.0690, 0.1576, 0.2050, -0.1116, -0.2295, -0.1559, -0.3747, -0.1096, -0.0637, -0.2283, -0.1839, -0.0953, 0.1126, 0.0648, 0.0976, 0.1230, 0.0783, 0.1561, 0.1796, 0.0856, 0.1560, 0.0554, 0.1465, 0.0708, 0.1299, 0.0457, -0.1097, -0.1635, -0.2678, -0.2819, -0.1052, -0.1524, -0.2275, -0.2505, -0.0648, 0.1210, 0.0985, 0.1030, 0.1593, 0.0780, 0.1432, 0.1505, 0.0659, 0.1524, 0.1687, 0.1222, 0.1359, 0.1125, 0.0309], "relative_energy_ev": 1.685, "gap_ev": 7.4, "lumo_energy_ev": -0.8, "e_homo_ev": -8.20, "energy_ha": -2383.0506, "fmax_ev_per_a": 9.94}